6 unconnected molecules or ions with the total composition C25H59F3NO14PS2. Source: OMol25; level of theory: ωB97M-V with the def2-TZVPD basis set.

**Charge**: 0
**HOMO**: -9.0 eV
**SMILES**: CCC(=O)O[C@@](S)([PH2]=N)S(=O)(=O)C(F)(F)F.COCCOC.COCCOC.COCCOC.COCCOC.COCCOC

Positions of all 105 atoms, in Å:
1 C 2.1452 0.2826 1.1824
2 C 2.3174 0.6492 -0.3712
3 C 3.7636 1.2703 -0.7177
4 O 4.2025 1.0519 -1.8477
5 O 4.3565 2.0543 0.3000
6 C 5.7601 1.8191 0.4798
7 S 6.7834 2.6532 -0.8618
8 P 6.2098 2.7942 2.0922
9 N 7.7752 2.9703 2.3338
10 S 6.2495 0.0604 0.7950
11 O 7.1690 -0.0157 1.9965
12 O 5.0877 -0.8453 1.1430
13 C 7.2726 -0.6998 -0.6060
14 F 6.6665 -0.5984 -1.8464
15 F 8.5626 -0.1608 -0.5642
16 F 7.3687 -2.0633 -0.3001
17 H 1.0466 0.2530 1.5025
18 H 2.5214 -0.7907 1.3195
19 H 2.7168 0.9485 1.8965
20 H 2.0810 -0.2062 -1.0694
21 H 1.5518 1.4733 -0.6137
22 H 7.3430 3.7658 -0.2548
23 H 5.6579 2.1058 3.2333
24 H 5.5853 4.0812 1.9774
25 H 8.2857 2.4850 1.5861
26 C 14.1858 -2.4261 -0.4475
27 O 13.7390 -2.0825 0.8553
28 C 14.1442 -0.7706 1.2390
29 C 12.9866 0.2143 1.1468
30 O 12.6123 0.4471 -0.2089
31 C 11.4219 -0.2424 -0.5648
32 H 13.7105 -3.3658 -0.7334
33 H 13.9154 -1.6618 -1.1806
34 H 15.2711 -2.5696 -0.4446
35 H 14.9952 -0.4310 0.6391
36 H 14.4716 -0.8319 2.2818
37 H 13.3116 1.1767 1.5550
38 H 12.1317 -0.1305 1.7378
39 H 10.5669 0.2096 -0.0597
40 H 11.4822 -1.3043 -0.3146
41 H 11.2825 -0.1462 -1.6427
42 C -2.5662 0.9082 1.0626
43 O -1.6629 0.3060 0.1467
44 C -1.9233 -1.0851 -0.0317
45 C -2.6291 -1.3487 -1.3568
46 O -3.9617 -0.8368 -1.3457
47 C -4.0768 0.3756 -2.0773
48 H -2.4159 1.9887 1.0299
49 H -3.6059 0.6934 0.8019
50 H -2.3579 0.5566 2.0784
51 H -2.5000 -1.4875 0.8067
52 H -0.9523 -1.5910 -0.0438
53 H -2.7074 -2.4307 -1.5031
54 H -2.0562 -0.9363 -2.1941
55 H -3.9673 0.1774 -3.1481
56 H -3.3331 1.1100 -1.7582
57 H -5.0716 0.7872 -1.8985
58 C -5.9546 -5.7866 0.1024
59 O -5.8083 -5.8415 1.5142
60 C -4.4430 -5.9263 1.9153
61 C -3.9373 -4.5879 2.4355
62 O -3.8389 -3.6299 1.3844
63 C -4.9075 -2.6919 1.4122
64 H -6.9986 -5.5637 -0.1234
65 H -5.3288 -5.0054 -0.3373
66 H -5.7007 -6.7563 -0.3375
67 H -3.8142 -6.2903 1.0958
68 H -4.3953 -6.6600 2.7264
69 H -2.9271 -4.7253 2.8345
70 H -4.5721 -4.2182 3.2475
71 H -4.7974 -2.0279 2.2760
72 H -5.8793 -3.1902 1.4487
73 H -4.8583 -2.0919 0.5026
74 C -5.7133 6.9689 0.4778
75 O -5.4463 6.3141 -0.7535
76 C -4.0626 6.0159 -0.9202
77 C -3.7821 4.5400 -0.6722
78 O -3.9535 4.2044 0.7029
79 C -5.1739 3.5169 0.9417
80 H -6.7954 7.0211 0.6077
81 H -5.2868 6.4245 1.3242
82 H -5.3143 7.9879 0.4533
83 H -3.4439 6.6458 -0.2723
84 H -3.8098 6.2522 -1.9588
85 H -2.7352 4.3355 -0.9196
86 H -4.4087 3.9099 -1.3124
87 H -5.1240 2.5108 0.5136
88 H -6.0279 4.0552 0.5245
89 H -5.3108 3.4306 2.0205
90 C -9.0717 0.5579 -2.8947
91 O -9.2144 0.2169 -1.5239
92 C -9.9554 -0.9873 -1.3388
93 C -9.0377 -2.1531 -0.9970
94 O -8.2281 -2.5179 -2.1116
95 C -6.8915 -2.0535 -1.9803
96 H -8.3684 1.3892 -2.9671
97 H -8.6827 -0.2795 -3.4796
98 H -10.0357 0.8787 -3.3022
99 H -10.5636 -1.2140 -2.2208
100 H -10.6347 -0.8157 -0.4977
101 H -9.6536 -3.0250 -0.7543
102 H -8.4215 -1.9219 -0.1214
103 H -6.3779 -2.6117 -1.1924
104 H -6.8575 -0.9842 -1.7595
105 H -6.3758 -2.2296 -2.9253

Forces on atoms 1 to 2 (eV/Å):
C -0.3 -1.3 -0.2
C -0.1 1.7 1.3


2 unconnected molecules or ions with the total composition C2H4ClFO2. Source: OMol25; level of theory: ωB97M-V with the def2-TZVPD basis set.

**Charge**: 0
**HOMO**: -9.0 eV

Positions of all 10 atoms, in Å:
1 C 1.2149 -0.4429 -0.0641
2 C -1.5293 0.7713 0.1914
3 O -1.8852 -0.1704 -0.6208
4 O 0.6597 0.7039 -0.3860
5 F 0.6869 -1.4387 -0.9099
6 Cl -1.3466 0.3447 1.8141
7 H 1.1352 -0.8794 0.8895
8 H 2.3655 -0.1181 -0.2712
9 H -1.8209 1.7342 -0.0956
10 H -1.2413 -0.9473 -0.7278

Forces on atoms 1 to 2 (eV/Å):
C 2.8 2.9 -2.0
C 3.2 -2.8 -0.6


Asked for energy relative to the best compared isomer or geometry (same formula, charge and spin) across the records above, the calculation gives 0.0 75.1 kcal per mole in order.
Asked for DFT total energy across the records above, the calculation gives -3532.97941 -789.02274 Eh in order.